A single C15H12IN3O3 molecule, computed with ωB97M-V/def2-TZVPD.

```
34
C15H12IN3O3 | the Open Molecules 2025 dataset | ωB97M-V/def2-TZVPD
O -1.1743 -5.0174 -0.8380
N 0.0433 6.0516 -1.0068
H -0.1863 3.7844 -2.8411
H -0.6317 -0.2388 -1.1049
C 0.2272 4.3622 0.4676
C 0.1172 2.2802 -1.3193
H -1.1321 -6.9700 -1.4448
I 2.0180 -3.8475 3.6394
C 0.7742 -3.3599 1.9035
H 1.0768 -1.2401 2.1767
C 0.4078 6.5741 0.2014
C -0.7050 -6.3506 -0.6948
C -0.1563 -1.7233 0.3898
H 0.3712 6.4882 -1.8349
C -0.7420 -2.7435 -0.3670
C 0.2502 3.0694 0.9570
H 0.3538 -6.4193 -0.7706
H 0.0064 1.4668 -2.0229
H 0.3234 -5.3520 1.5440
H 1.0124 5.6328 1.9310
C -0.0370 3.6057 -1.7921
O 0.9481 7.6795 0.3678
N 0.3889 5.5603 1.1252
O -1.4434 -2.5131 -1.5276
C -0.5828 -4.0783 0.0073
C 0.1790 1.9893 0.0614
H -1.6915 -3.3939 -1.8572
H 0.2903 2.9056 2.0302
H -0.9983 -6.7932 0.2705
N 0.1744 0.6686 0.5880
C 0.5846 -2.0138 1.5760
C -0.2880 -0.3617 -0.1087
C 0.0432 4.6587 -0.8640
C 0.1783 -4.3611 1.1578
```

SMILES: COc1cc(I)cc(/C=N/c2ccc3[nH]c(=O)[nH]c3c2)c1O
E_LUMO in Eh: -0.01343
DFT total energy in eV: -34462.8662
HOMO level in eV: -8.0
Gap between HOMO and LUMO in eV: 7.64

***

A molecular structure, C5H6N2O3, computed with ωB97M-V/def2-TZVPD.

```
16
C5H6N2O3 | the Open Molecules 2025 dataset | ωB97M-V/def2-TZVPD
O -1.7853 0.6288 -0.8571
C -2.8532 -0.4559 1.1912
H -0.4051 1.1515 -1.2295
H 0.4063 -1.3115 -1.0678
N -0.4724 -0.7311 0.7579
H 2.1833 -0.2089 1.1671
C 0.6593 -1.1828 -0.0048
O 2.1954 2.1060 0.1843
H -2.3485 1.3831 -0.6536
C 1.8588 -0.2484 0.1196
H 2.6918 -0.6976 -0.4408
C -1.6160 -0.4699 0.4736
C 1.6518 1.1713 -0.3909
N -3.8515 -0.3048 1.7511
H 0.8955 -2.1972 0.3460
O 0.7898 1.3674 -1.3462
```

Relative energy (zero: lowest compared OMol25 entry of this formula, charge and spin) in kcal/mol: 77.24
E_LUMO in Eh: -0.06077
DFT total energy in eV: -14401.5626
HOMO level in eV: -9.8
Gap between HOMO and LUMO in eV: 8.18

***

3 unconnected molecules or ions with the total composition FH3N2O, computed with ωB97M-V/def2-TZVPD.

```
7
FH3N2O | the Open Molecules 2025 dataset | ωB97M-V/def2-TZVPD
F 0.4844 0.1239 2.0248
N -0.0268 -0.6974 -0.8509
H -0.9344 -0.8283 -1.0673
N 0.1628 1.7631 0.0464
H 0.5563 -1.2447 -1.3407
H -0.0502 -0.7114 0.0811
O -0.1922 1.5948 1.1065
```

Relative energy (zero: lowest compared OMol25 entry of this formula, charge and spin) in kcal/mol: 54.28
E_LUMO (spin up / spin down) in Eh: -0.05863 / -0.06741
DFT total energy in eV: -7788.8681
HOMO level (spin up / spin down) in eV: -10.4 / -10.0
Gap between HOMO and LUMO (spin up / spin down) in eV: 8.80 / 8.16

***

6 unconnected molecules or ions with the total composition C12H24Cl8O2, computed with ωB97M-V/def2-TZVPD.

```
46
C12H24Cl8O2 | the Open Molecules 2025 dataset | ωB97M-V/def2-TZVPD
Cl -1.4959 -9.7880 -2.3534
C -0.9638 0.5674 7.7265
H -1.9844 -0.9691 6.6725
H 2.2551 5.3489 2.0408
H -0.6692 5.3961 -6.9778
H -1.6377 -3.1970 0.9713
C -1.3218 4.4665 -4.5264
O 0.3046 3.6493 -5.9729
H 0.5918 5.4723 -4.3413
O 0.2434 0.3449 8.4965
H -1.8472 0.5760 8.3650
H -0.9870 1.4883 7.1439
C -2.3976 -9.3041 -0.9568
Cl 2.9071 3.3868 3.1970
H -2.9440 -10.1912 -0.6367
H 0.9594 5.5557 -6.5859
H -0.0223 2.8681 -4.0583
H 2.0795 -2.3017 -7.8201
Cl 3.1195 3.8743 0.3764
H -0.6095 -0.1185 5.8147
Cl 3.9258 -1.3306 -6.5683
H 1.1737 3.8540 1.7430
H -2.9469 -8.3860 -1.1653
C -0.8688 -2.9516 0.2388
C 2.1710 4.2761 1.8670
Cl 3.0535 -4.0658 -6.6948
H -0.6674 6.5900 -4.8709
C 0.0256 -1.6256 7.2100
H -2.1986 4.5577 -5.1675
H 1.7509 -2.3428 -6.0396
H -1.6355 4.5457 -3.4855
Cl -1.3227 -3.4107 -1.3749
C -0.9659 -0.5856 6.7328
Cl -1.2603 -8.9007 0.3616
H 1.7287 -0.2774 7.1827
C 2.5079 -2.3938 -6.8221
H -1.3886 2.5848 -5.2941
Cl -0.6185 -1.2221 0.2835
H 0.0819 -3.4140 0.5043
H -0.5023 -2.3459 7.8351
H 1.6421 -1.1562 8.7528
H 0.4866 -2.1986 6.4054
C 0.0672 5.0148 -6.2704
C -0.3124 5.5620 -4.9434
C 1.0726 -0.7194 7.9325
C -0.5797 3.2168 -4.9276
```

SMILES: C1CCOC1.C1CCOC1.ClCCl.ClCCl.ClCCl.ClCCl
E_LUMO in Eh: 0.01151
DFT total energy in eV: -117105.2215
HOMO level in eV: -9.6
Gap between HOMO and LUMO in eV: 9.94

***

9 unconnected molecules or ions with the total composition C67H90FN12O2S2Si, computed with ωB97M-V/def2-TZVPD.

```
175
C67H90FN12O2S2Si | the Open Molecules 2025 dataset | ωB97M-V/def2-TZVPD
N 0.0153 1.6788 -1.6838
O -1.1926 -0.7263 -0.3137
N 6.6360 -8.0307 3.7306
H 2.9313 -6.5693 0.1401
C -7.5126 1.5462 -0.2660
H -4.1466 2.3937 -0.8643
C 1.5673 5.6931 -0.1465
H -3.0800 3.1727 0.3548
H 1.3296 -1.6960 -7.3707
H -2.6714 -8.8896 -3.2439
C 3.9536 -4.6858 6.1537
H -15.0870 1.7841 3.8426
C 3.8764 -5.7197 5.2318
H -1.5281 -8.5940 -5.4419
C 9.3748 -8.5120 3.9110
C -1.7433 5.3984 4.6135
C -1.2589 -0.3463 1.0434
H -2.2105 2.5236 -2.4699
N 4.6142 -3.5474 5.9384
H 0.7478 3.5601 -2.2646
H 2.3446 -1.9115 -9.6414
C 0.7295 2.7869 2.2805
C -14.9463 0.9772 1.8503
H 1.1055 7.8102 -0.3041
C -2.0634 -6.9499 -2.5490
H 4.6115 -0.1286 5.2821
H 3.9807 -2.7900 -1.5643
C 1.9588 -0.9150 -7.7768
C -2.9551 5.9583 4.9860
H -2.5494 -7.0365 -1.5833
H -6.7653 1.2165 -0.9791
H -2.8868 5.1630 -1.1371
C -4.1489 4.4082 -2.7288
S -5.9621 4.6723 -2.7186
C 2.2195 0.2328 -7.0457
C -0.8190 -6.6296 -4.9368
H 2.4647 -1.4080 -4.8914
C 3.7577 0.3564 4.8050
H -1.0406 -2.8101 -2.9037
N 0.6059 4.5988 0.0539
H 4.7611 4.1551 -5.3248
C 3.7555 3.7256 -5.3147
C 0.4309 -1.8119 -1.7318
H -11.3790 2.2699 2.1507
H -3.8648 3.5057 -3.2795
H 1.7948 0.3681 -6.0548
N -1.4155 -5.8048 -2.7641
H 5.7265 -4.2242 2.8323
C -2.1327 -7.9807 -3.4736
H 2.9372 1.7748 -1.2152
C 1.6496 -1.2044 -1.6183
C 5.5457 -3.9221 -0.5812
H -7.9205 -0.4230 0.5092
H -2.7272 1.2020 1.0344
C -1.6515 1.1140 1.2256
C -12.3965 1.8920 2.0381
H -0.3097 1.6419 -2.6472
H 3.8102 2.6376 -5.3821
C 3.5215 1.1011 -8.6944
C 8.8680 -7.6949 2.9143
C -8.1513 0.6325 0.5568
H -0.2040 2.8725 2.8512
H 1.9757 -0.8488 -0.6457
C -0.8085 -5.6643 -3.9426
C -8.8082 3.2554 0.7632
H 7.0625 -6.8486 2.1079
H -15.9693 0.6275 1.8195
C 1.1840 3.2649 -0.1232
C 4.5076 -0.2246 1.8656
H 6.0425 2.6605 2.4873
H 1.8835 3.8397 -4.2663
C 7.1449 -8.8143 4.6813
H 5.4679 -0.7048 2.0667
C -7.8453 2.8873 -0.1650
H -7.3680 3.6295 -0.7911
H 1.4798 7.2729 1.3634
C -1.4963 -7.8132 -4.6927
H -3.3060 -1.1155 1.2898
H -0.2050 4.7043 -0.5442
H 3.4630 -4.7636 7.1182
H -0.0840 6.9190 0.6625
H 2.2751 -4.5175 -1.1194
H 3.3272 -6.6227 5.4610
C 2.4384 -1.0592 -2.8115
H 6.3361 -3.1999 -0.7586
H 2.9414 5.2930 -4.1043
H 6.5617 1.5290 3.8075
H -9.0989 4.2939 0.8809
H 8.8527 -9.7275 5.6103
C 3.6545 -5.7966 -0.0828
H 1.1567 3.7908 2.2781
H -14.4408 0.3027 -0.1256
H 3.3810 1.1560 5.4554
C 5.2114 -4.3854 3.7710
H -0.2884 -4.7248 -4.0856
C -2.2716 7.9557 3.8883
H -12.0967 1.1451 0.0446
H -1.5491 1.3501 2.2889
H 4.1416 1.9282 -9.0223
H -2.3644 -0.9133 2.8052
H -4.5350 4.8001 -0.6436
H -1.4909 4.3806 4.8813
C -3.2283 7.2650 4.6178
H -3.7280 5.2706 -3.2498
C 3.3220 -0.0035 -9.5090
N -13.2061 2.0738 3.0859
C 1.0653 2.7555 -1.5854
C -0.4512 -1.9364 -0.4995
H 10.4389 -8.6991 3.9815
H 1.4415 0.8697 3.0953
H 9.5186 -7.2279 2.1876
H -1.1381 -2.7869 -0.6002
C 1.7017 1.9350 3.1106
H 1.7626 5.8357 -1.2171
H 4.4832 -6.3413 3.2690
C -2.3192 -1.2188 1.7518
C 4.5195 -5.5603 4.0160
C 4.9698 -5.9204 0.3316
H 5.2987 -6.7915 0.8886
C 2.9093 4.2007 -4.1338
H -0.3098 -6.4587 -5.8755
H 2.9340 -0.3517 4.6558
H 5.7602 -2.4814 4.6166
C -3.2842 3.0516 -0.7054
C 2.4421 2.2412 -2.0705
C 2.5240 -1.0317 -9.0367
N -2.1400 2.5352 -1.4627
C 3.2960 -4.6562 -0.7811
H -0.3290 -0.5202 1.6048
C 0.5299 2.2400 0.8570
N -0.8478 2.0842 0.4612
H -4.1612 7.7396 4.8892
S 3.5355 3.6209 -2.5217
H -2.4442 8.9798 3.5759
C -14.0947 0.7985 0.7731
C 5.2282 -3.4166 4.7627
H 0.2709 -2.5593 -4.9851
H 0.1888 -2.1574 0.3656
H 2.4879 5.4719 0.3951
H 6.4220 -9.2440 5.3666
C 7.4987 -7.4864 2.8697
O 3.0187 2.2161 2.6386
C 0.6820 -2.1847 -4.0520
H 2.2341 3.3254 0.1683
C -14.4543 1.6199 2.9768
C 4.2572 -3.6884 -1.0406
N -1.1001 7.4358 3.5223
H 5.5038 2.9461 4.1605
C 0.9811 7.0082 0.4282
H -2.0461 -2.2762 1.7302
C -12.7929 1.2647 0.8651
H 3.2821 4.0579 -6.2478
C -0.0696 -2.3236 -2.9214
N -9.4345 2.3922 1.5621
H 3.3953 -0.5508 -2.7708
Si 4.2165 1.1304 3.1481
C 5.7657 2.1752 3.4286
C 1.8985 -1.5400 -3.9687
H -9.6314 0.4286 2.1101
H 3.6692 -0.9278 1.9408
H -3.6756 5.3846 5.5555
H -6.2833 5.0408 -3.9779
H 0.1066 5.7820 3.5768
F 1.2966 1.0776 0.7251
H 3.7807 -0.0551 -10.4867
C 8.4976 -9.0848 4.8165
H 1.6475 2.2971 4.1469
H 4.4891 0.2310 0.8690
C -1.0462 2.1010 -0.8850
N 2.9858 1.2332 -7.4811
C -3.6973 4.4343 -1.2460
C -0.8556 6.1777 3.8873
H 2.3344 1.5526 -2.9130
N 5.9110 -5.0099 0.0941
C -9.1017 1.1065 1.4482
```

E_LUMO in Eh: -0.09297
Net charge: +1
DFT total energy in eV: -125175.0461
HOMO level in eV: -10.5
Gap between HOMO and LUMO in eV: 7.98

***

A single C2H4N2O molecule, computed with ωB97M-V/def2-TZVPD.

```
9
C2H4N2O | the Open Molecules 2025 dataset | ωB97M-V/def2-TZVPD
N 0.2920 -0.4282 0.2236
O 1.4705 -2.0729 -0.8206
C 0.7600 -1.0968 -0.8791
H 0.4141 -0.6470 -1.8290
C -0.4988 0.7067 0.2483
H 0.5551 -0.7614 1.1419
H -0.7617 1.0920 -0.7426
N -0.8316 1.1853 1.3734
H -1.3996 2.0224 1.2841
```

SMILES: [H]/N=C/NC=O
Relative energy (zero: lowest compared OMol25 entry of this formula, charge and spin) in kcal/mol: 0.15
E_LUMO in Eh: 0.03194
DFT total energy in eV: -7166.4731
HOMO level in eV: -10.1
Gap between HOMO and LUMO in eV: 11.01